The following is a DFT calculation (ωB97M-V/def2-TZVPD) of the molecule C6H8BrF2N at a distorted geometry.

Properties
Electronic energy   -83317.5814 eV
ΔE to the lowest compared entry with this formula, charge and spin   0.0 kcal/mol
Total charge   0
Maximum force   5.5 eV/Å
Structure (SMILES)   C[C@@]1(F)[C@H](F)CN=C[C@@H]1Br
Lowest unoccupied orbital energy   0.65 eV
Gap between HOMO and LUMO   0.3919 Eh
2S+1   1

CARTESIAN COORDINATES (ANGSTROEM)
C -0.4104 -1.9922 0.1153
C -0.2694 -0.5058 0.5401
F -0.3814 -0.3565 1.8847
C 1.0850 0.1233 0.1004
F 2.1077 -0.5020 0.7670
C 1.1236 1.6478 0.4290
N -0.0532 2.4333 0.4424
C -1.1436 1.8661 0.1908
C -1.4441 0.5205 -0.2242
Br -3.2036 -0.1027 0.1169
H -0.0491 -2.6562 0.9253
H 0.3197 -1.9090 -0.7459
H -1.5196 -2.0727 -0.2770
H 1.2516 -0.0872 -0.9446
H 1.6009 1.9175 1.4365
H 1.7849 2.2278 -0.2411
H -1.9849 2.4862 0.2402
H -1.1638 0.2906 -1.1993